# 1
DFT (ωB97M-V/def2-TZVPD) results for 3 unconnected molecules or ions with the total composition C19H30N2O2 in a non-equilibrium geometry.

Geometry (Å):
C1 0.564 2.492 2.317
C2 0.665 1.500 1.578
C3 0.561 0.009 1.140
C4 1.626 -0.134 -0.013
N1 2.344 -0.226 -0.897
C5 -0.836 -0.351 0.495
C6 -0.609 -1.669 -0.327
N2 -0.450 -2.601 -0.976
C7 -2.011 -0.621 1.534
C8 -1.599 -0.559 3.050
C9 -0.964 -1.933 3.596
C10 0.367 -1.703 4.417
C11 0.134 -1.415 5.957
H1 0.347 3.393 2.928
H2 0.888 -0.703 1.936
H3 -1.163 0.428 -0.252
H4 -2.424 -1.648 1.303
H5 -2.854 0.089 1.300
H6 -2.563 -0.441 3.633
H7 -0.962 0.317 3.336
H8 -0.843 -2.637 2.728
H9 -1.701 -2.394 4.320
H10 0.973 -2.654 4.321
H11 1.013 -0.870 4.019
H12 1.057 -0.866 6.315
H13 -0.731 -0.725 6.156
H14 0.058 -2.350 6.574
C12 -1.961 -2.358 -4.728
C13 -1.650 -3.675 -4.044
C14 -3.005 -4.358 -4.047
O1 -3.701 -3.892 -5.212
C15 -2.988 -2.777 -5.764
H15 -1.088 -1.873 -5.166
H16 -2.413 -1.665 -4.011
H17 -0.941 -4.248 -4.648
H18 -1.232 -3.562 -3.043
H19 -3.595 -4.076 -3.168
H20 -2.926 -5.446 -4.079
H21 -2.506 -3.112 -6.689
H22 -3.691 -1.978 -6.008
C16 3.833 5.346 -1.276
C17 3.251 3.971 -1.530
C18 2.719 3.586 -0.158
O2 2.345 4.815 0.486
C19 2.850 5.919 -0.273
H23 3.927 5.956 -2.175
H24 4.823 5.253 -0.821
H25 2.424 4.049 -2.242
H26 3.972 3.253 -1.920
H27 3.498 3.113 0.450
H28 1.856 2.923 -0.193
H29 2.002 6.399 -0.774
H30 3.313 6.645 0.399

Values from the calculation:
HOMO level ... -9.18 eV
Relative energy (zero: lowest compared OMol25 entry of this formula, charge and spin) ... 159.1 kcal/mol
E_tot ... -1001.77368 a.u.
SMILES string ... C#C[C@H](C#N)[C@@H](C#N)CCCCC.C1CCOC1.C1CCOC1
Total charge ... 0
E_LUMO ... 0.43 eV



# 2
DFT (ωB97M-V/def2-TZVPD) results for a molecular structure, C3H6SSe in a non-equilibrium geometry.

Geometry (Å):
C1 1.349 0.758 0.568
C2 0.891 0.551 -0.761
C3 -1.005 -1.210 -0.610
S1 0.064 1.898 -0.078
Se1 -2.167 0.023 0.096
H1 0.970 0.041 1.238
H2 2.237 1.114 0.858
H3 1.499 0.444 -1.663
H4 -0.370 -1.620 0.213
H5 -1.363 -1.880 -1.400
H6 -2.104 -0.119 1.540

Values from the calculation:
HOMO level (spin up / spin down) ... -7.61 / -7.61 eV
Relative energy (zero: lowest compared OMol25 entry of this formula, charge and spin) ... 72.3 kcal/mol
E_tot ... -2917.33306 a.u.
Total charge ... 0
E_LUMO (spin up / spin down) ... 0.19 / 0.19 eV



# 3
DFT (ωB97M-V/def2-TZVPD) results for 5 unconnected molecules or ions with the total composition C20H40O10S5 in a non-equilibrium geometry.

Geometry (Å):
C1 -9.461 -12.132 -12.812
C2 -10.810 -12.679 -13.313
C3 -10.669 -14.228 -13.583
S1 -8.770 -14.588 -13.829
O1 -8.615 -15.078 -15.205
O2 -8.272 -15.486 -12.777
C4 -8.322 -12.794 -13.728
H1 -9.201 -12.491 -11.816
H2 -9.385 -11.046 -12.756
H3 -10.995 -12.184 -14.266
H4 -11.670 -12.485 -12.673
H5 -10.981 -14.504 -14.590
H6 -10.899 -14.899 -12.756
H7 -8.492 -12.479 -14.758
H8 -7.295 -12.509 -13.503
C5 -13.970 -20.009 -8.397
C6 -13.347 -18.791 -7.734
C7 -14.343 -17.649 -7.903
S2 -15.998 -18.292 -8.612
O3 -15.895 -18.113 -10.120
O4 -17.157 -17.817 -7.808
C8 -15.500 -20.008 -8.103
H9 -13.598 -21.025 -8.260
H10 -13.866 -19.881 -9.474
H11 -12.417 -18.500 -8.223
H12 -13.285 -19.051 -6.677
H13 -13.992 -16.769 -8.442
H14 -14.653 -17.396 -6.889
H15 -16.139 -20.751 -8.580
H16 -15.611 -20.053 -7.020
C9 -19.633 -10.864 -10.996
C10 -18.086 -10.689 -11.134
C11 -17.431 -9.523 -10.341
S3 -18.713 -9.265 -9.061
O5 -18.920 -7.818 -8.817
O6 -18.480 -10.147 -7.932
C12 -20.221 -10.034 -9.832
H17 -19.992 -11.893 -10.978
H18 -19.976 -10.335 -11.885
H19 -17.611 -10.728 -12.114
H20 -17.744 -11.580 -10.608
H21 -17.402 -8.541 -10.813
H22 -16.541 -9.687 -9.733
H23 -20.926 -9.223 -10.013
H24 -20.583 -10.679 -9.030
C13 0.356 -4.925 -15.152
C14 -0.032 -5.782 -16.307
C15 -1.387 -6.553 -15.954
S4 -1.378 -6.712 -14.119
O7 -1.198 -8.137 -13.785
O8 -2.522 -5.944 -13.644
C16 0.238 -5.799 -13.897
H25 -0.552 -4.327 -15.076
H26 1.247 -4.348 -15.397
H27 0.650 -6.604 -16.520
H28 -0.135 -5.179 -17.210
H29 -1.497 -7.584 -16.290
H30 -2.289 -5.996 -16.207
H31 0.961 -6.615 -13.910
H32 0.066 -5.264 -12.963
C17 -3.869 -15.339 -20.651
C18 -4.721 -15.740 -21.844
C19 -5.853 -14.696 -21.888
S5 -5.010 -13.084 -21.380
O9 -5.607 -12.509 -20.172
O10 -4.638 -12.258 -22.521
C20 -3.542 -13.939 -20.820
H33 -2.863 -15.752 -20.566
H34 -4.346 -15.551 -19.694
H35 -5.123 -16.744 -21.709
H36 -4.143 -15.740 -22.768
H37 -6.613 -14.823 -21.117
H38 -6.366 -14.558 -22.840
H39 -2.932 -13.401 -20.095
H40 -2.924 -14.031 -21.713

Values from the calculation:
HOMO level ... -10.08 eV
Relative energy (zero: lowest compared OMol25 entry of this formula, charge and spin) ... 93.5 kcal/mol
E_tot ... -3529.19150 a.u.
SMILES string ... O=S1(=O)CCCC1.O=S1(=O)CCCC1.O=S1(=O)CCCC1.O=S1(=O)CCCC1.O=S1(=O)CCCC1
Total charge ... 0
E_LUMO ... 0.33 eV



# 4
DFT (ωB97M-V/def2-TZVPD) results for 2 unconnected molecules or ions with the total composition C3H7NO in a non-equilibrium geometry.

Geometry (Å):
C1 -0.463 0.528 0.467
C2 -0.572 -0.810 0.689
C3 -1.202 0.163 -1.662
N1 -0.580 0.920 -0.890
H1 -0.225 1.284 1.181
H2 -1.079 -1.500 0.055
H3 -0.112 -1.026 1.614
H4 -1.853 0.644 -2.387
H5 -0.904 -0.905 -2.041
H6 3.028 0.686 1.037
H7 1.496 0.095 1.003
O1 2.464 -0.079 0.934

Values from the calculation:
HOMO level ... -8.51 eV
Relative energy (zero: lowest compared OMol25 entry of this formula, charge and spin) ... 102.9 kcal/mol
E_tot ... -248.36259 a.u.
SMILES string ... C=CN=C.O
Total charge ... 0
E_LUMO ... -0.29 eV



# 5
DFT (ωB97M-V/def2-TZVPD) results for 4 unconnected molecules or ions with the total composition C6H21N2O3 in a non-equilibrium geometry.

Geometry (Å):
C1 1.644 1.759 1.498
C2 0.659 1.160 0.441
C3 1.367 0.287 -0.526
C4 0.762 0.322 -1.923
N1 -2.509 -1.452 -1.728
C5 -1.137 -1.202 -1.868
C6 -0.721 0.075 -1.916
N2 -0.275 0.153 1.154
H1 2.456 2.252 0.947
H2 1.096 2.484 1.978
H3 2.196 1.082 2.203
H4 0.034 1.936 -0.135
H5 2.372 0.960 -0.650
H6 1.667 -0.709 -0.218
H7 1.409 -0.142 -2.659
H8 0.769 1.454 -2.203
H9 -2.937 -2.310 -1.482
H10 -3.150 -0.952 -2.312
H11 -0.512 -2.008 -1.707
H12 -1.161 0.984 -2.149
H13 -0.734 -0.386 0.328
H14 -1.034 0.643 1.768
H15 0.299 -0.325 1.858
H16 3.355 -2.310 -0.578
H17 2.491 -3.272 0.287
O1 2.550 -2.430 -0.151
H18 -2.370 -1.664 3.041
H19 -1.282 -2.556 2.847
O2 -1.501 -1.601 2.929
H20 -1.819 3.294 0.735
H21 -2.311 2.192 -0.247
O3 -1.675 2.282 0.439

Values from the calculation:
HOMO level ... -11.40 eV
Relative energy (zero: lowest compared OMol25 entry of this formula, charge and spin) ... 74.5 kcal/mol
E_tot ... -576.11190 a.u.
Total charge ... +1
E_LUMO ... -2.61 eV



# 6
DFT (ωB97M-V/def2-TZVPD) results for a molecular structure, C22H35CuNO3P2S in a non-equilibrium geometry.

Geometry (Å):
P1 -0.227 -2.104 -3.107
P2 0.170 1.406 -3.236
C1 -0.420 -1.020 -4.611
C2 0.360 0.326 -4.667
H1 -1.504 -0.880 -4.798
H2 -0.037 -1.634 -5.455
H3 1.440 0.187 -4.859
H4 -0.041 0.936 -5.500
C3 -1.486 2.115 -3.555
H5 -1.752 2.806 -2.746
H6 -2.232 1.313 -3.641
H7 -1.416 2.651 -4.511
C4 1.278 2.810 -3.478
H8 0.886 3.343 -4.363
H9 2.307 2.473 -3.678
H10 1.250 3.484 -2.609
C5 -1.174 -3.541 -3.677
H11 -1.104 -4.341 -2.927
H12 -0.701 -3.863 -4.622
H13 -2.218 -3.240 -3.864
C6 1.480 -2.642 -3.487
H14 2.182 -1.801 -3.515
H15 1.459 -3.094 -4.488
H16 1.816 -3.391 -2.763
Cu1 0.408 -1.367 3.468
C7 0.610 1.817 -0.408
C8 -0.734 1.684 -0.330
C9 -1.638 0.632 -0.943
C10 -1.877 -0.810 -0.488
C11 -0.769 -1.814 -0.874
C12 0.639 -1.607 -0.766
C13 1.267 -0.388 -1.266
C14 1.688 0.798 -0.363
C15 0.645 -3.261 3.487
H17 1.065 2.830 -0.328
H18 -1.295 2.512 0.113
H19 -1.420 0.406 -2.009
H20 -2.602 1.172 -0.915
H21 -2.234 -0.809 0.553
H22 -2.733 -1.187 -1.094
H23 -1.093 -2.808 -0.583
H24 1.310 -2.339 -0.354
H25 0.455 0.008 -1.967
H26 2.097 -0.704 -1.918
H27 1.952 0.493 0.657
H28 2.594 1.265 -0.798
H29 1.712 -3.330 3.837
H30 0.500 -3.887 2.591
H31 -0.042 -3.616 4.317
O1 -2.213 0.180 3.522
C16 -1.131 0.565 3.946
N1 0.071 0.458 3.214
S1 1.473 1.071 3.932
O2 2.395 -0.050 4.097
O3 1.866 2.259 3.225
C17 0.565 1.458 5.396
C18 1.113 1.902 6.586
C19 0.244 2.117 7.666
C20 -1.128 1.849 7.530
C21 -1.648 1.356 6.332
C22 -0.793 1.214 5.242
H32 2.191 2.043 6.650
H33 0.651 2.489 8.608
H34 -1.784 2.018 8.380
H35 -2.694 1.081 6.211

Values from the calculation:
HOMO level (spin up / spin down) ... -6.01 / -5.97 eV
Relative energy (zero: lowest compared OMol25 entry of this formula, charge and spin) ... 79.0 kcal/mol
Spin multiplicity ... 2
E_tot ... -3860.81942 a.u.
Expectation value of S² ... 0.76
Total charge ... 0
E_LUMO (spin up / spin down) ... -0.67 / -1.66 eV



Number 1 is which compound? C19H30N2O2



Among the records above, which one has the highest relative energy (zero: lowest compared OMol25 entry of this formula, charge and spin)? C19H30N2O2



What is the formula in the sixth record? C22H35CuNO3P2S